Below is C54H66BN6O6PSSn as an isolated structure, with properties calculated with wB97M-V/def2-TZVPD.

Calculated values
Orbital gap (eV): 4.4
Charge: -2
Energy above the lowest of the compared OMol25 structures with the same formula, charge and spin (kcal per mole): 46.3
HOMO (eV): -0.6396
2S+1: 1

```
136
C54H66BN6O6PSSn | the Open Molecules 2025 dataset | wB97M-V/def2-TZVPD
Sn -1.14090 0.12516 -0.05627
C 6.12501 1.10378 -1.27799
C 5.65540 0.14183 -0.18634
C 5.76163 -1.28975 -0.72836
C 6.57642 0.29859 1.03076
C 4.21529 0.42166 0.24082
C 3.47097 1.48170 -0.26250
C 2.16102 1.65491 0.16689
N 1.59103 0.86240 1.05782
C 2.27333 -0.17588 1.52293
C 3.59016 -0.42129 1.15672
C 1.49313 -1.08817 2.41967
C 2.11817 -1.91255 3.34204
C 1.36690 -2.78877 4.11885
C -0.00394 -2.78180 3.91538
C -0.54818 -1.93203 2.95748
N 0.17591 -1.10638 2.21878
C 2.06707 -3.70183 5.12215
C 2.78380 -2.84437 6.17273
C 3.09328 -4.56869 4.37893
C 1.08395 -4.62575 5.84027
H 7.14319 0.84330 -1.57811
H 6.13065 2.13766 -0.92912
H 5.48674 1.04939 -2.16124
H 6.78034 -1.48384 -1.07635
H 5.07393 -1.43839 -1.56208
H 5.51807 -2.03040 0.03290
H 7.61597 0.10831 0.74829
H 6.30375 -0.39940 1.82367
H 6.50726 1.30897 1.43800
H 3.86844 2.16448 -1.00121
H 1.51777 2.43026 -0.23314
H 4.10345 -1.29984 1.52285
H 3.19233 -1.86721 3.45985
H -0.66943 -3.42997 4.46878
H -1.60889 -1.94056 2.75133
H 3.51721 -2.18184 5.71273
H 3.30533 -3.48258 6.89199
H 2.06935 -2.22347 6.71599
H 3.89059 -3.96328 3.94768
H 2.61844 -5.11464 3.56284
H 3.54649 -5.28826 5.06629
H 0.35868 -4.06147 6.42907
H 1.63312 -5.28242 6.51914
H 0.53446 -5.25205 5.13592
O -2.38237 2.96715 3.35792
C -2.13613 2.13999 2.51877
N -1.92833 1.30138 1.71607
C -6.40490 -2.29832 0.90760
C -5.05161 -2.46834 0.23204
C -5.23807 -2.86643 -1.23017
O -4.39038 -1.20305 0.23927
B -3.00856 -1.36783 0.41757
O -2.80511 -2.70364 0.83523
C -4.05039 -3.38625 0.99548
C -3.90723 -4.78357 0.41127
C -4.32169 -3.47570 2.49588
H -7.04289 -1.67299 0.28088
H -6.30335 -1.81168 1.87612
H -6.90366 -3.26198 1.04662
H -5.81256 -2.08155 -1.72710
H -5.77522 -3.81290 -1.33223
H -4.27126 -2.95038 -1.72997
H -3.53546 -4.73815 -0.61075
H -4.86310 -5.31642 0.42768
H -3.19161 -5.35004 1.01175
H -4.39689 -2.48084 2.93695
H -3.48019 -3.98947 2.96477
H -5.23516 -4.03171 2.71962
N -1.19860 2.52623 -1.06844
P -0.82460 3.98915 -1.16699
C -0.79329 5.00485 0.38243
C 0.31959 5.05216 1.22041
C 0.24934 5.64118 2.47409
C -0.94563 6.19046 2.91747
C -2.06422 6.14447 2.09995
C -1.98436 5.55817 0.84637
C 0.83951 4.36756 -1.90284
C 1.40273 3.31593 -2.62285
C 2.67149 3.43137 -3.17338
C 3.39922 4.60293 -3.00754
C 2.85176 5.65795 -2.28732
C 1.58195 5.53550 -1.73605
C -1.92411 5.04596 -2.23891
C -3.10834 4.45114 -2.65896
C -3.99030 5.12931 -3.48998
C -3.69050 6.41454 -3.92102
C -2.50481 7.01634 -3.51672
C -1.63019 6.33288 -2.68220
H 1.25494 4.61006 0.89871
H 1.12429 5.65016 3.11392
H -1.01160 6.62559 3.90776
H -3.01326 6.52698 2.45419
H -2.87427 5.50221 0.22917
H 0.84872 2.38490 -2.68355
H 3.09785 2.59007 -3.70762
H 4.39672 4.68966 -3.42462
H 3.42028 6.56959 -2.14006
H 1.17258 6.35673 -1.15844
H -3.29809 3.43369 -2.33309
H -4.90627 4.64606 -3.81111
H -4.37191 6.94369 -4.57797
H -2.25989 8.01678 -3.85624
H -0.70767 6.81142 -2.37478
S -5.35073 0.61097 -3.59299
C -5.44449 1.45734 -2.10300
C -4.30059 1.27807 -1.40045
N -3.35201 0.50171 -2.01802
C -3.76800 0.08181 -3.16202
H -6.31749 2.02119 -1.82221
H -4.07621 1.68250 -0.42400
H -3.19110 -0.56495 -3.80655
C 0.92076 -2.05415 -4.18545
C 2.37646 -1.75652 -3.80126
C 2.20166 -0.68504 -2.73261
O 1.13794 0.11525 -3.22594
C 0.16216 -0.77901 -3.76256
H 0.54651 -2.89803 -3.61041
H 0.80080 -2.28398 -5.24584
H 2.92669 -1.33795 -4.64933
H 2.90817 -2.63755 -3.43876
H 3.07201 -0.03734 -2.60739
H 1.93502 -1.12706 -1.76458
H -0.31447 -0.26470 -4.60012
H -0.58617 -1.02625 -3.00499
O -2.00980 -3.57058 -2.34869
C -1.00365 -3.80939 -1.67917
C -0.53856 -5.25106 -1.42184
C 0.73454 -5.05927 -0.61831
C 0.85673 -3.52969 -0.52387
O 1.81517 -3.00018 0.03671
N -0.18482 -2.89592 -1.11275
H -0.39160 -5.74617 -2.38418
H -1.32701 -5.78873 -0.89305
H 1.63344 -5.45855 -1.09233
H 0.68900 -5.46525 0.39414
```

Here are the Löwdin charges for atoms 1 to 6, given in e: 1.11, -0.07, -0.56, -0.04, -0.05, -0.17